A 2-piece molecular cluster, C5H13N3 overall at a distorted geometry. Source: the Open Molecules 2025 dataset; level of theory: wB97M-V/def2-TZVPD.

The molar mass comes out at 115.2 g/mol. As for the HOMO-LUMO gap: 0.3494 Ha. The calculation puts the energy relative to the best compared isomer or geometry (same formula, charge and spin) at 35.5 kcal per mole.

```
21
C5H13N3, DFT wB97M-V/def2-TZVPD
C 1.59363 0.64722 2.11297
N 2.31170 0.03254 0.98513
C 1.78140 -0.99642 0.40809
N 0.58279 -1.62105 0.76875
H 0.68851 1.15017 1.77416
H 2.26782 1.37631 2.57983
H 1.29910 -0.12775 2.85298
H 2.30858 -1.43549 -0.43902
H -0.23253 -0.97469 0.85688
H 0.37682 -2.41696 0.19687
C -1.65008 -0.91280 -2.36127
C -1.08635 0.08727 -1.63873
N -1.50410 0.52317 -0.37020
C -1.53733 1.96637 -0.15171
H -2.50086 -1.50126 -1.97850
H -1.29031 -1.13530 -3.36195
H -0.24193 0.64242 -2.00816
H -2.38001 0.08745 -0.10873
H -1.63904 2.16304 0.92598
H -0.60612 2.40413 -0.49344
H -2.39041 2.47545 -0.69876
```